Density functional theory data (wB97M-V/def2-TZVPD) for a 2-piece molecular cluster, C18H26BF3N2O6 overall in a non-equilibrium geometry.

Cartesian coordinates (Å):
C  -0.7361  3.1793  -1.7879
C  0.2400  2.0479  -2.0171
C  -0.1855  0.4765  -2.2174
C  0.4601  -0.3565  -0.9317
C  0.7795  0.3332  0.5467
N  1.3519  -0.4643  1.7359
C  1.6058  0.3128  3.0428
N  3.0302  0.1868  3.5358
C  3.9595  1.2138  2.9273
C  1.6555  -1.9655  1.6205
C  2.2265  -2.8911  2.8719
C  3.8208  -3.2134  2.5810
O  4.4723  -2.4389  1.6915
C  1.4196  -2.7635  0.1895
C  0.8218  -1.9462  -1.0999
C  0.6314  -2.8264  -2.5009
O  -0.5761  -2.9981  -3.0452
O  1.9060  -3.3585  -3.0785
B  2.7777  -2.1709  -3.2072
C  4.0944  -1.8300  -2.2732
O  2.4314  -1.1769  -4.2801
H  -1.3473  3.2319  -0.7686
H  -0.8687  4.0598  -2.5783
H  1.3941  2.3221  -2.0048
H  0.1576  0.0007  -3.2376
H  -1.3685  0.3475  -2.1559
H  0.5551  1.4870  0.7012
H  1.4540  1.4617  2.7608
H  0.7821  0.0726  3.8431
H  3.1015  0.1342  4.5755
H  3.9919  2.1319  3.6528
H  5.0455  0.7221  2.9069
H  3.6395  1.5669  1.8566
H  2.0495  -2.3076  3.8967
H  1.5785  -3.8857  2.9745
H  4.2939  -4.1300  3.1480
H  1.6979  -3.9168  0.1250
H  4.9224  -1.2995  -2.9445
H  3.8659  -1.0537  -1.3998
H  4.6000  -2.7866  -1.7952
H  2.7870  -0.2898  -3.9699
C  -4.6441  0.2157  -1.1026
C  -5.9575  0.3552  -0.3581
O  -5.8783  1.2163  0.7727
C  -5.9634  2.6553  0.5754
O  -7.0422  2.9684  -0.1376
C  -4.6317  3.2996  0.0214
F  -3.5367  2.7060  0.5803
F  -4.5365  4.6189  0.3548
F  -4.4659  3.2242  -1.3211
H  -3.7971  0.1703  -0.4112
H  -4.6501  -0.6899  -1.7174
H  -4.4816  1.0554  -1.7789
H  -6.2081  -0.6315  0.0482
H  -6.7778  0.6168  -1.0349
H  -5.9477  3.0005  1.6183

Values from the calculation:
Kohn-Sham gap in eV: 1.911
E_tot in eV: -43163.75246
LUMO level in eV: -3.30
HOMO in eV: -5.21
Molar mass in g/mol: 434.22

Atomic partial charges in e from the natural (NBO) method, atoms 1 to 2: number 1, C, carries -0.331; number 2, C, carries -0.287



Density functional theory data (wB97M-V/def2-TZVPD) for C4H2N2O3 as an isolated structure in a non-equilibrium geometry.

Cartesian coordinates (Å):
C  1.2026  -1.7264  -0.5570
C  0.5473  -0.3487  -0.0388
C  -1.1265  1.1761  0.4057
C  -0.5844  0.2575  -0.7238
H  0.3678  -2.7974  -0.9845
H  -0.1456  1.3556  2.3392
N  0.8961  0.1207  1.0759
N  0.0129  1.1896  1.2976
O  2.5275  -1.8092  -0.4182
O  -2.3319  1.5835  0.6205
O  -1.0480  -0.2594  -1.7629

Values from the calculation:
ΔE to the lowest compared entry with this formula, charge and spin in kcal per mole: 78.84
Kohn-Sham gap in eV: 7.887
E_tot in eV: -13297.94195
LUMO level in eV: -2.51
HOMO in eV: -10.40
Molar mass in g/mol: 126.07

Atomic partial charges in e from the natural (NBO) method, atoms 1 to 2: number 1, C, carries 0.367; number 2, C, carries -0.001



Number 1 is which compound?
C18H26BF3N2O6



Look up the molar mass of the first one.
434.22 g/mol